Entry 1:
Below is a molecular structure, C41H43CaCl2FNPS2, with properties calculated with ωB97M-V/def2-TZVPD.

- total charge = -2
- gap between HOMO and LUMO (spin up / spin down) (eV) = 5.91 / 6.01
- E_HOMO (spin up / spin down) (eV) = -1.778 / -1.729
- ΔE to the lowest compared entry with this formula, charge and spin (kJ/mol) = 42.1

Last column: Mulliken charge in e.
CARTESIAN COORDINATES (ANGSTROEM)
Ca: -0.8736 -0.0280 0.2112  0.13
C: -0.1718 -1.3820 5.3263  -1.73
C: -0.0679 -0.7025 3.9702  0.14
S: -1.5023 -0.2791 3.2121  -0.17
C: 1.2306 -0.4501 3.4460  0.75
C: 2.4455 -0.6821 4.3286  -1.47
S: 1.5519 0.1562 1.9156  -0.12
H: -1.2020 -1.6798 5.5021  0.36
H: 0.1344 -0.7109 6.1371  0.40
H: 0.4602 -2.2727 5.3823  0.38
H: 2.2244 -1.2464 5.2337  0.41
H: 2.8643 0.2832 4.6289  0.26
H: 3.2243 -1.2024 3.7696  0.31
C: -2.3569 7.2891 2.6274  -0.39
C: -0.9813 7.2733 2.4529  -0.64
C: -0.3382 6.1140 2.0172  0.11
C: -1.0548 4.9507 1.7535  -0.20
C: -2.4431 4.9823 1.9394  -0.58
C: -3.0885 6.1350 2.3615  -0.55
P: -0.3488 3.3163 1.2275  0.70
C: 1.4543 3.6902 1.1561  0.34
C: 2.1437 3.9659 2.3414  -0.35
C: 3.5234 4.0920 2.3570  -0.71
C: 4.2531 3.9112 1.1835  -0.45
C: 3.5844 3.6182 0.0048  -0.57
C: 2.1943 3.5144 -0.0106  -0.32
C: -0.8498 3.2957 -0.5273  0.33
C: -0.8681 4.4882 -1.2740  0.04
C: -1.2852 4.4711 -2.5899  -0.73
C: -1.6849 3.2560 -3.1497  -0.69
C: -1.6441 2.0923 -2.3983  -0.25
C: -1.2242 2.0324 -1.0421  -0.58
H: -2.8569 8.1893 2.9670  0.34
H: -0.3991 8.1661 2.6506  0.38
H: 0.7346 6.1260 1.8693  0.31
H: -3.0195 4.0841 1.7423  0.37
H: -4.1648 6.1304 2.4921  0.37
H: 1.5877 4.0610 3.2697  0.48
H: 4.0360 4.2995 3.2899  0.36
H: 5.3353 3.9781 1.1966  0.36
H: 4.1423 3.4488 -0.9093  0.36
H: 1.6837 3.2666 -0.9339  0.21
H: -0.5566 5.4264 -0.8227  0.34
H: -1.3089 5.3861 -3.1731  0.37
H: -2.0310 3.2271 -4.1793  0.37
H: -1.9659 1.1846 -2.8844  0.25
C: 2.0519 -3.3025 1.0161  -1.55
C: 0.7411 -4.0673 1.2211  0.48
C: -0.1042 -3.4098 2.3145  -0.91
C: -0.1222 -4.3371 -0.0093  0.81
C: -0.7198 -5.5992 -0.0331  -0.96
C: -1.5885 -5.9816 -1.0379  -1.27
C: -1.8574 -5.0721 -2.0443  -0.70
C: -1.2844 -3.8001 -2.0744  0.44
C: -1.6769 -2.9748 -3.2983  0.92
C: -1.9463 -1.4976 -3.0737  -1.24
C: -0.6987 -3.1641 -4.4649  -1.69
C: -0.4058 -3.3978 -1.0330  -1.17
N: 0.1392 -2.0873 -1.0069  2.77
C: 1.2356 -1.9583 -1.7871  0.43
C: 1.9423 -2.9997 -2.4486  -0.97
C: 3.0600 -2.7635 -3.2464  -0.72
C: 3.5616 -1.4844 -3.4495  -0.79
C: 2.9086 -0.4254 -2.8039  -0.77
C: 1.8194 -0.6811 -2.0203  -0.83
F: 1.2069 0.3466 -1.3690  0.58
H: 2.7090 -3.4800 1.8759  0.46
H: 1.8878 -2.2307 0.9432  -0.03
H: 2.5768 -3.6245 0.1138  0.41
H: 1.0152 -5.0602 1.5879  0.47
H: -0.4282 -2.4244 2.0018  -0.11
H: 0.4707 -3.2810 3.2371  0.36
H: -0.9988 -3.9943 2.5355  0.34
H: -0.4940 -6.2896 0.7751  0.31
H: -2.0469 -6.9642 -1.0377  0.35
H: -2.5386 -5.3469 -2.8470  0.38
H: -2.6249 -3.4151 -3.6185  0.63
H: -1.0253 -0.9456 -2.8858  0.11
H: -2.6237 -1.3387 -2.2308  0.02
H: -2.4197 -1.0809 -3.9715  0.49
H: 0.2903 -2.7731 -4.2190  0.20
H: -1.0643 -2.6284 -5.3484  0.46
H: -0.5897 -4.2231 -4.7245  0.34
H: 1.5779 -4.0133 -2.3174  0.41
H: 3.5458 -3.6086 -3.7229  0.36
H: 4.4272 -1.3056 -4.0734  0.36
H: 3.2424 0.6017 -2.9015  0.45
Cl: -5.6385 -2.3897 -3.4679  -0.18
C: -5.1479 -3.1366 -1.9923  -0.45
Cl: -3.1831 -1.3031 -0.0273  -0.65
H: -4.2187 -3.6879 -2.0220  0.32
H: -5.4827 -2.6655 -1.0820  0.34

***

Entry 2:
Below is 2 unconnected molecules or ions with the total composition CH5NOS2, with properties calculated with ωB97M-V/def2-TZVPD.

- SMILES string = NC=O.SS
- total charge = 0
- gap between HOMO and LUMO (eV) = 9.36
- E_HOMO (eV) = -9.539
- ΔE to the lowest compared entry with this formula, charge and spin (kJ/mol) = 33.6

Last column: Mulliken charge in e.
CARTESIAN COORDINATES (ANGSTROEM)
N: 0.9152 -0.8831 -1.1145  -0.34
C: 1.2916 -1.4425 0.0932  0.16
O: 1.8507 -2.4964 0.1874  -0.51
H: 1.2339 -1.3557 -1.9432  0.24
H: 0.8085 0.1067 -1.0720  0.21
H: 0.9498 -0.8832 0.9742  0.26
S: -2.0607 0.9403 1.4322  -0.19
S: -0.9753 2.5337 0.4933  -0.18
H: -1.9558 0.1820 0.3227  0.18
H: -2.0579 3.2984 0.6267  0.18

***

Entry 3:
Below is 11 unconnected molecules or ions with the total composition C23H68N4O11, with properties calculated with ωB97M-V/def2-TZVPD.

- SMILES string = NC(N)=O.NC(N)=O.CC(C)O.CC(C)O.CC(C)O.CC(C)O.CC(C)O.CC(C)O.CO.CO.CO
- total charge = 0
- gap between HOMO and LUMO (eV) = 8.83
- E_HOMO (eV) = -8.605
- ΔE to the lowest compared entry with this formula, charge and spin (kJ/mol) = 1061.8

Last column: Mulliken charge in e.
CARTESIAN COORDINATES (ANGSTROEM)
N: 1.6944 -2.1373 2.2779  0.14
C: 1.4734 -3.3623 2.3159  0.16
N: 1.7404 -3.9363 3.4539  -0.37
O: 0.8734 -3.9323 1.2319  -0.52
H: 1.4554 -1.6523 1.4059  -0.40
H: 2.3174 -1.6613 2.9809  0.47
H: 1.4644 -4.9333 3.4879  0.25
H: 2.2974 -3.4453 4.1869  0.21
N: -0.2196 -0.4803 3.2989  0.77
C: -0.7156 -0.9373 4.3699  0.64
N: -0.3476 -2.1853 4.6379  -0.20
O: -1.4596 -0.1513 5.2649  -0.77
H: -0.4856 0.4707 3.1039  -0.54
H: 0.3974 -1.1053 2.7459  -0.13
H: -0.7776 -2.6893 5.3189  0.17
H: 0.3774 -2.6583 4.0039  0.13
C: -2.6526 -2.8343 -1.7101  -1.24
C: -1.8596 -2.9583 -0.5021  2.55
C: -2.1306 -2.0233 0.6099  -0.48
O: -1.8436 -4.0843 0.0639  -0.86
H: -2.4666 -1.7933 -1.9451  -0.09
H: -3.7786 -2.9733 -1.6021  0.28
H: -2.4636 -3.4233 -2.5891  0.29
H: -0.8746 -2.6473 -0.8271  -0.66
H: -2.1086 -0.9723 0.3129  -0.32
H: -1.3866 -2.0913 1.3909  -0.32
H: -3.0866 -2.1443 1.1219  0.46
H: -1.2986 -4.0383 0.8749  0.37
C: -3.2446 1.0677 -1.1561  -0.02
C: -4.3016 1.9527 -1.8061  0.13
C: -4.4926 1.6197 -3.3251  -1.63
O: -5.3466 2.0567 -1.2091  -0.49
H: -3.6666 0.0337 -1.1201  0.35
H: -2.9216 1.5317 -0.1581  0.00
H: -2.4206 0.8727 -1.9031  -0.20
H: -3.9796 2.9527 -1.7521  0.35
H: -3.5666 1.6257 -3.8651  0.31
H: -4.9526 2.4807 -3.7961  0.44
H: -4.9136 0.6777 -3.4211  0.38
H: -5.8166 2.8067 -1.4821  0.44
C: 1.2674 2.2987 -4.2251  -1.09
C: 0.4584 3.5157 -3.6341  0.17
C: -0.9926 3.1077 -3.5131  -0.67
O: 0.9694 4.0277 -2.5761  -0.52
H: 1.5004 2.6417 -5.2791  0.44
H: 0.7774 1.3217 -4.1051  0.00
H: 2.2564 2.1717 -3.7361  0.27
H: 0.6134 4.3597 -4.2911  0.57
H: -1.6986 3.7517 -2.9111  0.37
H: -1.1166 2.0947 -3.1081  -0.25
H: -1.5116 3.1507 -4.5171  0.43
H: 0.4854 4.7907 -2.2671  0.31
C: 1.6764 3.8447 3.0439  -0.88
C: 0.2004 4.0297 3.2109  0.45
C: -0.6096 2.7407 2.9259  -0.27
O: -0.1956 4.6007 4.2799  -0.59
H: 2.2284 3.3927 3.8389  0.42
H: 2.1474 4.8177 2.9029  0.46
H: 1.9444 3.2817 2.2029  -0.38
H: -0.1226 4.7587 2.5349  0.26
H: -1.4616 3.1117 2.3449  0.36
H: -0.9676 2.3477 3.8709  0.63
H: -0.1496 1.9617 2.2969  -0.88
H: 0.0264 5.5427 4.1639  0.44
C: 1.1454 -7.0303 -2.2891  -1.63
C: 0.6754 -5.8373 -1.4381  0.69
C: 1.2154 -4.4593 -1.8901  -0.58
O: -0.5616 -5.8853 -1.5371  -0.58
H: 2.1894 -7.0103 -2.1351  0.37
H: 0.8564 -6.9223 -3.3381  0.35
H: 0.7984 -8.0663 -2.1211  0.39
H: 0.9584 -5.9963 -0.3831  0.10
H: 2.3394 -4.3303 -1.7321  0.30
H: 0.8184 -3.6733 -1.2131  -0.15
H: 1.0154 -4.2553 -2.9351  0.31
H: -0.9326 -5.2843 -0.8821  0.51
C: 0.2854 1.0627 -0.7361  -0.98
C: 1.6104 0.3737 -0.4471  0.87
C: 2.1644 0.8177 0.8719  -1.13
O: 1.5114 -0.8933 -0.4591  -0.31
H: -0.1066 0.8057 -1.5981  1.02
H: 0.4394 2.1447 -0.7611  0.05
H: -0.3716 0.8587 0.1279  -0.46
H: 2.2944 0.7357 -1.2271  0.08
H: 1.4694 0.5237 1.6399  -0.10
H: 2.4074 1.8917 0.9169  0.36
H: 3.1064 0.3127 1.0479  0.55
H: 1.1754 -1.1543 -1.3351  -0.21
C: 1.1974 -1.7633 -3.7611  -0.87
O: 0.0894 -1.5203 -2.9111  -0.29
H: 1.5794 -0.8993 -4.2811  0.26
H: 0.7994 -2.3963 -4.4691  0.44
H: 2.0274 -2.2103 -3.2031  0.32
H: -0.5616 -1.0373 -3.4121  0.19
C: 1.5184 5.4317 0.1239  -0.54
O: 1.4504 6.4497 1.1339  -0.55
H: 1.9454 5.8907 -0.7811  0.46
H: 0.6114 4.8527 0.0809  0.06
H: 2.2484 4.6787 0.3919  0.29
H: 1.8874 7.2697 1.0699  0.29
C: 2.8244 0.6357 4.2029  -0.80
O: 2.7964 -0.7553 4.2379  -0.60
H: 1.7794 0.9057 3.9239  0.40
H: 3.5924 1.0127 3.5239  0.31
H: 3.0884 1.1117 5.1849  0.41
H: 2.3864 -0.9423 5.0579  0.30

***

Entry 4:
Below is a single C24H30N2O5S molecule, with properties calculated with ωB97M-V/def2-TZVPD.

- SMILES string = Cc1ccc(S(=O)(=O)N2CCC(C(=O)O[C@@H](C)C(=O)NCc3ccccc3)CC2)cc1C
- total charge = 0
- gap between HOMO and LUMO (eV) = 9.72
- E_HOMO (eV) = -9.085
- ΔE to the lowest compared entry with this formula, charge and spin (kJ/mol) = 0.0

Last column: Mulliken charge in e.
CARTESIAN COORDINATES (ANGSTROEM)
C: -1.9605 1.1222 -2.8305  -1.83
C: -1.5829 -0.1825 -2.2025  0.83
C: -0.3604 -0.7665 -2.5189  -0.69
C: 0.0305 -1.9673 -1.9529  -0.45
C: -0.7983 -2.5651 -1.0242  -0.97
S: -0.2951 -4.0647 -0.1746  1.41
O: 0.4498 -4.8991 -1.0715  -0.77
O: -1.4617 -4.5976 0.4676  -0.73
N: 0.7513 -3.6320 1.0526  0.23
C: 0.2761 -2.6613 2.0013  -1.92
C: 0.6795 -1.2360 1.6135  1.18
C: 2.2030 -1.1507 1.4163  0.21
C: 2.5062 0.2620 0.9568  0.07
O: 2.6485 1.2013 1.7051  -0.74
O: 2.5468 0.3587 -0.3656  -0.13
C: 2.8446 1.6313 -0.9641  0.12
C: 3.4700 1.3671 -2.3220  -1.47
C: 1.5318 2.4334 -1.0994  0.41
O: 0.9293 2.5240 -2.1479  -0.63
N: 1.1497 3.0112 0.0499  -0.09
C: -0.1130 3.7077 0.1928  -1.05
C: -1.0233 2.9823 1.1488  -0.20
C: -1.5737 3.6249 2.2487  -0.68
C: -2.3896 2.9331 3.1274  -0.76
C: -2.6521 1.5896 2.9211  -0.84
C: -2.1033 0.9408 1.8275  -0.39
C: -1.2972 1.6358 0.9443  1.20
C: 2.6667 -2.2056 0.4101  0.16
C: 2.1700 -3.5957 0.8120  -1.38
C: -2.0300 -2.0195 -0.7206  -0.14
C: -2.4501 -0.8390 -1.3197  0.98
C: -3.8106 -0.2886 -1.0212  -1.73
H: -2.5924 0.9508 -3.7022  0.44
H: -2.5146 1.7467 -2.1335  0.34
H: -1.0695 1.6582 -3.1470  0.34
H: 0.2886 -0.2659 -3.2217  0.52
H: 0.9537 -2.4502 -2.2317  0.75
H: 0.6892 -2.9079 2.9864  0.42
H: -0.8087 -2.7635 2.0441  0.54
H: 0.1875 -0.9623 0.6791  -1.17
H: 0.3662 -0.5348 2.3887  0.82
H: 2.6922 -1.2996 2.3845  0.56
H: 3.5322 2.1728 -0.3015  0.49
H: 4.3341 0.7170 -2.2181  0.39
H: 2.7378 0.8942 -2.9699  0.20
H: 3.7743 2.3088 -2.7690  0.43
H: 1.6624 2.8051 0.8995  0.33
H: 0.0748 4.7270 0.5444  0.43
H: -0.5566 3.7523 -0.8070  0.34
H: -1.3651 4.6716 2.4174  0.39
H: -2.8157 3.4429 3.9787  0.38
H: -3.2825 1.0486 3.6106  0.45
H: -2.3031 -0.1072 1.6605  0.47
H: -0.8761 1.1358 0.0839  0.13
H: 3.7563 -2.2138 0.3523  0.51
H: 2.2746 -1.9504 -0.5727  -0.26
H: 2.6748 -3.9228 1.7289  0.34
H: 2.3691 -4.3209 0.0227  0.56
H: -2.6625 -2.5485 -0.0241  0.54
H: -4.3708 -0.9783 -0.3959  0.40
H: -3.7384 0.6675 -0.5026  0.32
H: -4.3637 -0.1273 -1.9450  0.42

***

Number 1: strongest force on any atom 1.05 eV Å⁻¹. Number 2: strongest force on any atom 1.46 eV Å⁻¹. Number 3: strongest force on any atom 13.29 eV Å⁻¹. Number 4: strongest force on any atom 1.10 eV Å⁻¹.